Computed, not measured: a structure of composition C57H48N11OSY, with wB97M-V/def2-TZVPD.

Results
LUMO level	-0.522	eV
relative energy (zero: lowest compared OMol25 entry of this formula, charge and spin)	0.0	kJ/mol
E_HOMO	-0.226	Ha
net charge	0
energy	-3315.14462	hartree
orbital gap	5.633	eV

Last column: Mulliken charge in e.
Cartesian coordinates (Å):
Y: -0.09318 -0.15311 0.24415  0.3795
C: 1.28611 7.34413 1.96094  -0.4729
C: 1.95968 6.21422 2.39410  -0.8957
C: 1.52142 4.95673 2.01945  0.3355
C: 0.40246 4.81054 1.20505  -0.2323
C: -0.25479 5.95227 0.75829  0.0874
C: 0.18248 7.20959 1.13484  -0.8640
C: -0.08137 3.46000 0.83153  0.8807
C: -0.69509 2.71072 1.84329  0.3521
C: -1.00036 3.22815 3.15415  -1.4888
C: -1.48440 2.18962 3.87721  -1.4568
C: -1.49788 1.04450 3.00152  0.9138
N: -1.03350 1.39746 1.77409  0.0555
C: -1.91188 -0.24484 3.36740  1.3562
C: -2.16185 -1.29257 2.47466  0.5560
C: -2.89721 -2.48404 2.81833  -1.5837
C: -3.19455 -3.10687 1.65243  -1.8936
C: -2.62282 -2.30835 0.59468  0.6664
C: -2.86930 -2.49528 -0.77362  1.0355
C: -3.78116 -3.60906 -1.14099  -0.7662
C: -3.36133 -4.93361 -1.10979  0.4802
C: -4.22543 -5.95869 -1.45302  -0.9622
C: -5.53050 -5.67410 -1.81679  -0.4018
C: -5.96432 -4.35839 -1.83875  -0.8955
C: -5.09524 -3.33383 -1.50959  0.0979
C: -2.42736 -1.66616 -1.81162  0.7836
N: -1.59448 -0.59722 -1.68806  0.4656
C: -1.37834 -0.12925 -2.94020  0.6571
C: -0.62287 1.00299 -3.28795  0.8850
C: -0.31175 1.19236 -4.71545  0.6473
C: 0.30607 0.16282 -5.43006  0.0236
C: 0.65983 0.33361 -6.75545  -0.9379
C: 0.39000 1.52934 -7.40178  -0.5931
C: -0.26207 2.54267 -6.71822  -0.9928
C: -0.61180 2.37535 -5.39007  -0.4983
C: -0.17302 1.96911 -2.37232  1.0253
C: 0.48688 3.21533 -2.69600  -1.3607
C: 0.63751 3.88829 -1.52965  -1.8895
C: 0.07952 3.05690 -0.49642  0.3128
N: -0.36912 1.89233 -1.03350  -0.6057
C: -2.11374 -0.91537 -3.90180  -1.7916
C: -2.77154 -1.86534 -3.20108  -1.8553
N: -1.96930 -1.24170 1.12773  0.5479
C: -2.12026 -0.50485 4.81001  -0.7369
C: -3.18222 0.04280 5.52200  0.0774
C: -3.30304 -0.18492 6.88207  -0.8085
C: -2.36115 -0.95281 7.54730  -0.4140
C: -1.31424 -1.52019 6.83975  -0.9633
C: -1.19596 -1.30222 5.47953  0.0888
H: 1.62617 8.32588 2.25953  0.3750
H: 2.82674 6.31562 3.03249  0.4117
H: 2.05931 4.07998 2.34906  0.4876
H: -1.11975 5.84578 0.12060  0.4761
H: -0.34100 8.08994 0.78871  0.3959
H: -0.86238 4.24591 3.46792  0.4820
H: -1.81143 2.20415 4.89923  0.5689
H: -3.19265 -2.77664 3.80898  0.5626
H: -3.76720 -4.00559 1.51766  0.5635
H: -2.34692 -5.15381 -0.81445  0.3562
H: -3.87717 -6.98251 -1.43691  0.4040
H: -6.20925 -6.47369 -2.07368  0.3805
H: -6.98472 -4.12890 -2.11278  0.3956
H: -5.42972 -2.30628 -1.52490  0.4901
H: 0.48596 -0.78383 -4.93712  0.3737
H: 1.14443 -0.47041 -7.29383  0.4562
H: 0.66478 1.66128 -8.43813  0.4303
H: -0.50644 3.46502 -7.22727  0.4242
H: -1.14618 3.15584 -4.86814  0.5862
H: 0.77423 3.55502 -3.67569  0.7727
H: 1.06654 4.85905 -1.36693  0.6099
H: -2.16414 -0.71687 -4.95542  0.5511
H: -3.42772 -2.62579 -3.57941  0.5334
H: -3.91910 0.63988 5.00201  0.5218
H: -4.12720 0.25641 7.42520  0.3885
H: -2.44765 -1.11374 8.61269  0.3812
H: -0.57839 -2.12170 7.35380  0.4169
H: -0.37619 -1.73965 4.92724  0.4723
C: 2.79751 -3.33261 2.80089  -2.0671
C: 1.85855 -2.18885 2.51474  0.4801
N: 0.95902 -2.23975 1.58280  1.5450
N: 0.74041 -3.45023 1.05055  -1.9011
C: 0.47072 -3.62614 -0.20183  0.1609
N: 0.14275 -4.89584 -0.58711  -0.5087
S: 0.73104 -2.48357 -1.45542  -0.4908
C: 1.98870 -0.97974 3.30498  0.4330
C: 2.66225 -1.00291 4.53608  -0.9591
C: 2.80048 0.16638 5.25402  -0.8736
C: 2.30429 1.33953 4.70740  -1.1093
C: 1.63767 1.26136 3.49390  -0.3010
N: 1.44562 0.14284 2.82037  1.4587
H: 2.75417 -4.03134 1.96898  0.4841
H: 2.52655 -3.86302 3.71415  0.3066
H: 3.81742 -2.96196 2.89674  0.4410
H: -0.18971 -5.52729 0.12310  0.3028
H: -0.21716 -4.98885 -1.52056  0.2939
H: 3.05671 -1.92815 4.92584  0.5005
H: 3.29284 0.16716 6.21595  0.4230
H: 2.43212 2.28918 5.20273  0.5556
H: 1.23467 2.15218 3.04020  0.2058
O: 4.35468 0.87156 -0.25584  -0.7945
C: 3.19606 0.67263 -0.04185  1.1360
N: 2.05274 0.46682 0.09840  -0.9713
N: 5.03207 0.06254 -3.98887  -0.0610
C: 4.39353 -1.26500 -3.77202  -1.0096
C: 3.43498 -1.09246 -2.58273  -0.4646
N: 2.48760 -0.04017 -2.79445  0.7722
C: 3.05902 1.20865 -3.18544  0.2976
C: 4.00514 1.05930 -4.39503  -0.9552
H: 5.80170 0.01528 -4.66267  0.3657
H: 5.38608 0.36515 -3.06632  0.3881
H: 5.15799 -2.00955 -3.55578  0.4429
H: 3.85999 -1.54687 -4.67914  0.3664
H: 4.03209 -0.85511 -1.69906  0.3070
H: 2.88639 -2.01350 -2.37783  0.1429
H: 1.67461 -0.32015 -3.32120  -0.5466
H: 3.64002 1.61041 -2.34611  0.2883
H: 2.26261 1.91638 -3.41156  -0.4938
H: 4.48347 2.00552 -4.64816  0.4127
H: 3.46616 0.68078 -5.26560  0.3789

=====

Computed, not measured: a structure of composition C57H50N9OS3Se2Sn, with wB97M-V/def2-TZVPD.

Results
LUMO level	-7.708	eV
relative energy (zero: lowest compared OMol25 entry of this formula, charge and spin)	329.0	kJ/mol
E_HOMO	-0.480	Ha
net charge	+3
energy	-8980.77025	hartree
orbital gap	5.367	eV

Last column: Mulliken charge in e.
Cartesian coordinates (Å):
Sn: -2.21871 0.88462 -0.46964  0.8877
Se: -3.48541 3.37542 -2.15794  -0.0212
Se: -2.59651 5.21342 -1.15664  0.0725
C: -0.86711 4.68252 -0.61824  -0.0243
C: -0.04691 5.68282 -0.07734  -0.6569
C: 1.22929 5.35972 0.32056  -1.2677
C: 1.67799 4.04712 0.16426  -0.3827
C: 0.78899 3.13742 -0.37904  0.0889
N: -0.44231 3.43382 -0.76694  -0.0792
C: -4.79171 2.89522 -0.82434  0.3179
C: -6.04201 3.48722 -0.83324  -1.0431
C: -6.96351 3.09042 0.12236  -0.4435
C: -6.59041 2.12382 1.04576  -1.3029
C: -5.31411 1.59722 0.96966  -0.2894
N: -4.43901 1.97412 0.05066  0.6834
H: -0.42821 6.69042 0.00966  0.4737
H: 1.87009 6.10762 0.76006  0.5172
H: 2.67369 3.76112 0.46856  0.4842
H: 0.32699 1.13112 -0.47504  -1.2128
H: -6.28061 4.23292 -1.57524  0.5664
H: -7.95271 3.52232 0.14236  0.4762
H: -7.28021 1.78682 1.80286  0.5585
H: -4.96541 0.83962 1.66126  0.5030
N: 1.13229 1.77032 -0.55784  2.4232
S: 2.59869 1.16672 -0.78934  2.1524
N: 2.43009 -0.26668 -1.36934  -0.2863
S: 2.41369 -1.81588 -0.88734  1.5794
N: 1.07979 -2.54038 -0.93834  -0.4464
S: -0.46671 -2.14988 -0.36084  0.8168
N: -0.52221 -0.73278 0.03866  -0.3725
C: -0.65281 -3.32798 0.99386  0.3618
C: 0.06839 -4.51088 1.00516  -0.5850
C: -0.12801 -5.40838 2.04226  -0.8289
C: -1.04101 -5.12428 3.04746  -0.8604
C: -1.76121 -3.93898 3.02336  -1.1880
C: -1.56821 -3.03318 1.99166  0.0159
C: -1.46301 -2.74218 -1.71864  0.1647
C: -2.03941 -3.99728 -1.64514  -0.2386
C: -2.81611 -4.43938 -2.70414  -1.0057
C: -3.00321 -3.62988 -3.81384  -0.6779
C: -2.41941 -2.37288 -3.87204  -0.7866
C: -1.64811 -1.92228 -2.81554  -0.2934
C: 3.21209 -1.89218 0.72686  0.9426
C: 2.44079 -1.96418 1.87406  0.5151
C: 3.07919 -2.09888 3.09586  -0.9087
C: 4.46409 -2.15138 3.15766  -0.9949
C: 5.22499 -2.05008 2.00236  -0.9435
C: 4.59689 -1.92198 0.77536  -0.5841
C: 3.50949 -2.64058 -2.03404  -0.1106
C: 4.15229 -1.95398 -3.05164  -0.0305
C: 5.01089 -2.65228 -3.88774  -0.9126
C: 5.21759 -4.01138 -3.69564  -0.5648
C: 4.56809 -4.68668 -2.67094  -0.7710
C: 3.70719 -3.99958 -1.83154  -0.3625
C: 3.33169 2.13822 -2.12954  0.6720
C: 4.67209 2.49242 -2.20504  -0.3148
C: 5.11939 3.18792 -3.31794  -0.9529
C: 4.24079 3.52842 -4.33414  -0.5855
C: 2.89789 3.19432 -4.23264  -0.9689
C: 2.43829 2.49092 -3.13314  -0.7403
C: 3.42479 1.20702 0.82476  0.9656
C: 2.59129 1.33722 1.92866  -0.1588
C: 3.15129 1.45252 3.18966  -0.7215
C: 4.52979 1.44662 3.34546  -0.9228
C: 5.35109 1.28272 2.24006  -1.2910
C: 4.80329 1.15322 0.97236  -0.8746
H: 0.75859 -4.72238 0.20316  0.5919
H: 0.42109 -6.33568 2.05696  0.5349
H: -1.20541 -5.83528 3.84236  0.4759
H: -2.47591 -3.72378 3.80306  0.5457
H: -2.12901 -2.10998 1.94316  0.5267
H: -1.90281 -4.62188 -0.77614  0.4192
H: -3.27161 -5.41728 -2.66284  0.5140
H: -3.60461 -3.98128 -4.63754  0.4585
H: -2.56491 -1.74888 -4.74024  0.4850
H: -1.19381 -0.94108 -2.82694  0.4174
H: 1.36459 -1.92978 1.79826  -0.1795
H: 2.49829 -2.18218 3.99996  0.5738
H: 4.95569 -2.28248 4.10906  0.4830
H: 6.30259 -2.08018 2.05356  0.5345
H: 5.17119 -1.86858 -0.13774  0.6297
H: 3.96989 -0.89918 -3.18464  0.5656
H: 5.50969 -2.13418 -4.69304  0.5037
H: 5.88039 -4.55128 -4.35434  0.4461
H: 4.72439 -5.74498 -2.52634  0.4644
H: 3.19129 -4.50068 -1.02854  0.4184
H: 5.37439 2.25072 -1.42644  0.2898
H: 6.15799 3.46882 -3.38204  0.5002
H: 4.59759 4.06422 -5.19774  0.4650
H: 2.19819 3.49112 -4.99924  0.4700
H: 1.39819 2.21962 -3.04534  0.5225
H: 1.52009 1.34612 1.80666  0.3268
H: 2.50869 1.56162 4.04916  0.5974
H: 4.96489 1.56652 4.32626  0.4745
H: 6.42259 1.25422 2.36446  0.5131
H: 5.45569 0.99792 0.12896  0.5928
C: -6.20851 -1.92318 -1.97634  -0.8410
C: -5.52761 -2.40818 -0.87514  -0.5937
C: -4.40701 -1.74878 -0.39464  -0.5659
C: -3.92181 -0.59798 -1.01124  1.5581
C: -4.61631 -0.14878 -2.14174  -0.3701
C: -5.74341 -0.78868 -2.61924  -0.9102
H: -7.09951 -2.41718 -2.33534  0.4240
H: -5.87881 -3.30108 -0.37994  0.4589
H: -3.90751 -2.14558 0.48296  0.0165
H: -4.27091 0.74882 -2.66094  0.2342
H: -6.25821 -0.39798 -3.48464  0.5099
C: -3.28631 4.53242 3.58516  -0.9079
N: -2.58121 3.27692 3.45016  0.1994
C: -2.20631 2.55542 4.51476  -0.2061
C: -1.52191 1.38872 4.37076  -1.4817
C: -1.25991 0.94522 3.04836  0.6600
N: -1.69371 1.63432 2.00206  0.7942
C: -2.32301 2.82462 2.15196  -0.5558
O: -2.65711 3.50072 1.19796  -0.0569
N: -0.50281 -0.13698 2.80826  1.1075
H: -3.31091 4.83712 4.62786  0.3800
H: -4.30581 4.43132 3.20966  0.2842
H: -2.78631 5.29552 2.98836  0.2823
H: -2.46421 2.94872 5.48766  0.4297
H: -1.20311 0.81792 5.22526  0.5669
H: -0.34881 -0.79248 3.55606  0.4521
H: -0.49731 -0.47048 1.84296  -1.2605

=====

Computed, not measured: a structure of composition C57H54IN6O3P2S3SiTi, with wB97M-V/def2-TZVPD.

Results
LUMO level (alpha / beta)	-0.071 / -0.087	eV
relative energy (zero: lowest compared OMol25 entry of this formula, charge and spin)	75.8	kJ/mol
spin multiplicity	2
E_HOMO (alpha / beta)	-0.268 / -0.272	Ha
net charge	0
energy	-6072.77521	hartree
orbital gap (alpha / beta)	7.222 / 7.320	eV

Last column: Mulliken charge in e.
Cartesian coordinates (Å):
Ti: 0.18994 -0.24206 -0.11060  -0.3998
C: -1.05735 0.09240 3.68668  -0.9867
Si: -0.55451 -1.04358 2.27198  2.6418
C: -2.03314 -2.26629 2.14063  0.5315
C: -2.42134 -3.04115 3.24960  -0.5430
C: -3.44301 -3.96664 3.17152  -0.7391
C: -4.12499 -4.15256 1.96773  -1.1774
C: -3.77692 -3.39791 0.86553  -0.2274
C: -2.73544 -2.45794 0.94389  -0.5333
P: -2.32016 -1.38085 -0.48204  2.3270
C: -3.93248 -0.51745 -0.74006  0.4421
C: -4.75059 -0.29242 0.36496  -0.9238
C: -5.92658 0.43909 0.24827  -0.5719
C: -6.30674 0.95407 -0.98288  -0.7568
C: -5.50428 0.72745 -2.09487  -0.8974
C: -4.32287 0.00370 -1.97437  -0.5376
C: -2.33581 -2.59522 -1.89698  1.5768
C: -3.51671 -3.06014 -2.47685  -0.5475
C: -3.48745 -3.95723 -3.54217  -1.1420
C: -2.27355 -4.39752 -4.05174  -0.8777
C: -1.08968 -3.92676 -3.49809  -0.6815
C: -1.12847 -3.03266 -2.43706  -0.4546
C: 0.62893 -2.30716 3.06822  0.6690
C: 0.64321 -2.56792 4.44913  -0.9608
C: 1.31513 -3.66150 4.97161  -0.8761
C: 1.99463 -4.53350 4.12131  -0.8697
C: 2.03801 -4.26650 2.76378  -0.1138
C: 1.37810 -3.14711 2.23992  -1.4741
P: 1.62716 -2.65772 0.47898  2.3029
C: 3.46464 -2.36646 0.54085  0.4739
C: 4.22914 -2.28686 -0.62956  -0.4155
C: 5.57830 -1.96131 -0.59097  -1.1547
C: 6.19286 -1.67253 0.61918  -0.6026
C: 5.44114 -1.69974 1.78478  -0.7961
C: 4.09081 -2.03398 1.74451  -0.6522
C: 1.43597 -4.31616 -0.30619  0.3451
C: 2.39948 -5.06142 -0.98202  -0.5980
C: 2.08417 -6.31869 -1.49965  -0.7299
C: 0.81302 -6.84861 -1.33659  -0.7027
C: -0.14862 -6.12039 -0.64792  -0.4807
C: 0.16175 -4.86777 -0.14660  -0.3292
H: -1.59660 -0.47048 4.45761  0.5427
H: -1.72651 0.88722 3.32876  -0.2572
H: -0.18718 0.57388 4.15739  0.3096
H: -1.90127 -2.92152 4.19629  0.3548
H: -3.71628 -4.54770 4.04679  0.3858
H: -4.92535 -4.88065 1.89769  0.4036
H: -4.32276 -3.53000 -0.05892  0.4231
H: -4.46807 -0.69013 1.33241  0.3323
H: -6.54344 0.60733 1.12382  0.4440
H: -7.22442 1.52513 -1.07658  0.4281
H: -5.79452 1.11687 -3.06439  0.4997
H: -3.69797 -0.14561 -2.84412  0.6406
H: -4.47463 -2.70629 -2.11784  0.4168
H: -4.41850 -4.30524 -3.97525  0.4233
H: -2.25015 -5.09800 -4.88066  0.4592
H: -0.13136 -4.24905 -3.89416  0.5383
H: -0.20315 -2.64038 -2.04987  -0.1814
H: 0.11081 -1.90502 5.12870  0.4348
H: 1.30575 -3.84414 6.04063  0.4365
H: 2.50468 -5.40392 4.52158  0.4229
H: 2.60879 -4.91401 2.10651  0.4863
H: 3.75868 -2.43016 -1.59061  0.5686
H: 6.14348 -1.91670 -1.51485  0.4689
H: 7.24340 -1.40566 0.65068  0.4040
H: 5.90163 -1.45641 2.73628  0.4352
H: 3.52608 -2.02666 2.66800  0.2262
H: 3.40505 -4.69479 -1.09131  0.4322
H: 2.84649 -6.88570 -2.02199  0.4349
H: 0.57450 -7.82911 -1.73425  0.3819
H: -1.14517 -6.52415 -0.50792  0.4672
H: -0.59843 -4.31002 0.39304  0.0917
S: 2.02832 -0.43183 -1.86829  -0.3395
C: 2.75516 0.40414 -0.54107  1.4098
C: 3.94863 1.15009 -0.60565  -1.7267
C: 4.40363 1.77241 0.52681  -0.7721
C: 3.68897 1.65474 1.72798  -1.2329
C: 2.53281 0.93383 1.72011  -0.2088
N: 2.06594 0.31979 0.61661  0.9317
H: 4.47228 1.21152 -1.55260  0.5517
H: 5.31672 2.35800 0.49406  0.4689
H: 4.02971 2.12722 2.64068  0.5474
H: 1.93752 0.81040 2.61554  0.2422
C: -4.97142 4.29429 -1.15418  -1.2899
N: -3.69496 3.62284 -0.96187  0.4828
C: -2.91925 3.35611 -2.16713  -0.8987
C: -3.38056 2.93336 0.18627  -1.2710
O: -2.66781 1.93666 0.17630  1.7778
N: -3.89900 3.44441 1.36835  0.3631
C: -4.02299 4.87154 1.61036  -1.2444
C: -3.84110 2.62385 2.56902  -0.8324
H: -5.49281 3.83403 -1.99640  0.4205
H: -4.84756 5.35943 -1.37332  0.2628
H: -5.60041 4.18727 -0.27359  0.3846
H: -2.25945 4.19291 -2.41081  0.3691
H: -3.59440 3.19572 -3.01152  0.4348
H: -2.32344 2.45747 -2.02919  -0.2740
H: -3.70517 5.43814 0.73847  0.3938
H: -3.37660 5.15531 2.44601  0.3309
H: -5.04874 5.15788 1.86309  0.2752
H: -3.64424 1.59449 2.29467  -0.1428
H: -4.79299 2.67736 3.10615  0.4543
H: -3.04791 2.96651 3.24482  0.4009
I: -0.00150 5.52901 1.92697  0.0540
C: 0.17112 3.94749 0.62756  -1.3852
C: 0.55370 3.96704 -0.69828  -0.4046
N: 0.50837 2.71147 -1.13629  0.2232
N: 0.10001 1.86307 -0.18802  2.1161
C: -0.08297 2.60857 0.90383  -0.4519
H: 0.85050 4.78192 -1.34475  0.6002
H: 0.64067 2.41197 -2.10922  -0.0868
H: -0.42879 2.16067 1.82348  0.2625
O: 2.39953 2.30056 -5.56593  -0.6937
S: 1.00448 2.51471 -5.33077  1.2044
O: 0.45783 3.82611 -5.52961  -0.7122
N: 0.57634 1.96636 -3.82921  -0.6512
C: -0.26650 0.96540 -3.87848  -0.9789
S: -1.00437 0.24288 -2.52731  0.3309
C: -0.59655 0.52520 -5.27184  0.5252
C: -1.39675 -0.52550 -5.67609  0.1016
C: -1.54083 -0.74657 -7.04344  -0.9495
C: -0.89583 0.06861 -7.97421  -0.5629
C: -0.08161 1.11664 -7.56283  -0.7743
C: 0.04855 1.31749 -6.20339  -0.1271
H: -1.88088 -1.16352 -4.94061  0.3748
H: -2.15624 -1.57074 -7.38830  0.4447
H: -1.02493 -0.11943 -9.03413  0.4120
H: 0.43355 1.74645 -8.28053  0.4484